Entry 1:
37
Properties=species:S:1:pos:R:3:mulliken_charge:R:1 method="wB97M-V/def2-TZVPD" spin_multiplicity=3 orbital_gap_ev="5.943 / 5.113" lumo_energy_ev="-1.53 / -3.56" e_above_lowest_kj_mol=41.1
Au 1.13 -0.52 0.32 0.88
I 0.34 -4.43 4.04 0.19
C -0.94 -2.91 3.44 -0.60
C -2.25 -2.85 3.89 -0.38
C -3.07 -1.80 3.52 -0.23
I -5.05 -1.84 4.19 0.16
C -2.62 -0.75 2.66 1.25
C -3.40 0.34 2.24 -0.54
C -2.86 1.27 1.39 -0.81
C -1.53 1.14 0.98 -0.43
N -0.79 0.11 1.36 -0.64
C -1.30 -0.82 2.18 0.23
C -0.40 -1.92 2.56 0.92
O 0.78 -1.95 2.17 -0.64
H -2.62 -3.62 4.55 0.36
H -4.42 0.44 2.58 0.22
H -3.45 2.12 1.05 0.40
H -1.05 1.88 0.35 0.68
F 3.16 1.25 0.14 -0.45
B 4.15 0.25 -0.19 0.67
F 4.79 0.59 -1.36 -0.35
F 3.37 -0.99 -0.40 -0.47
F 5.00 0.06 0.87 -0.33
F 1.75 3.66 -4.70 -0.33
C 1.42 2.58 -3.98 0.43
C 2.35 1.57 -3.80 -0.66
C 1.99 0.46 -3.07 -0.16
C 0.71 0.35 -2.49 0.82
C 0.35 -0.83 -1.75 -1.77
C -0.20 1.40 -2.69 -0.27
C 0.14 2.51 -3.44 -0.70
H 3.34 1.68 -4.22 0.44
H 2.71 -0.33 -2.91 0.24
H 0.91 -1.73 -1.99 0.59
H -0.71 -0.99 -1.59 0.44
H -1.19 1.33 -2.27 0.43
H -0.56 3.31 -3.62 0.43

=====

Entry 2:
46
Properties=species:S:1:pos:R:3:mulliken_charge:R:1 method="wB97M-V/def2-TZVPD" spin_multiplicity=1 charge=-1 orbital_gap_ev=7.909 lumo_energy_ev=2.23 e_above_lowest_kj_mol=31.3
Ti 0.48 0.21 0.39 1.07
O -0.95 3.87 0.74 -0.67
C -1.11 2.67 0.77 0.40
O -0.33 1.84 0.09 -0.41
C -2.22 2.04 1.57 0.27
C -3.02 2.93 2.28 -0.70
C -4.09 2.50 3.05 -0.51
C -4.36 1.14 3.12 -0.54
C -3.58 0.24 2.43 -0.94
C -2.50 0.66 1.64 0.98
S -1.64 -0.63 0.79 -0.13
H -2.77 3.98 2.20 0.46
H -4.69 3.22 3.59 0.38
H -5.19 0.78 3.72 0.35
H -3.78 -0.82 2.48 0.46
Cl 5.34 3.43 -4.25 -0.21
C 4.22 2.46 -3.36 0.27
C 4.05 2.67 -1.99 0.04
Cl 4.96 3.88 -1.17 -0.20
C 3.14 1.89 -1.28 0.65
Cl 2.94 2.06 0.41 -0.15
C 2.37 0.90 -1.91 -0.66
O 1.51 0.18 -1.24 -0.22
C 2.59 0.68 -3.27 0.28
Cl 1.74 -0.61 -4.03 -0.17
C 3.50 1.45 -3.99 0.16
Cl 3.73 1.16 -5.67 -0.20
C -0.64 -4.79 0.16 -1.33
C -1.33 -3.98 -0.87 1.10
N -2.43 -4.30 -1.48 -0.90
N -2.69 -3.23 -2.28 0.21
C -1.78 -2.23 -2.19 0.08
S -1.74 -0.80 -3.02 -0.41
N -0.90 -2.75 -1.28 0.05
N 0.21 -2.08 -0.76 -0.40
H -1.16 -5.73 0.28 0.35
H -0.64 -4.26 1.12 0.32
H 0.40 -4.98 -0.12 0.33
H -3.50 -3.21 -2.87 0.17
H 0.51 -2.54 0.10 0.45
H 0.97 -2.04 -1.43 0.27
O 0.80 -1.43 3.87 -0.65
Se 1.66 -0.58 2.81 1.25
O 1.59 -1.26 1.26 -0.66
O 0.80 0.78 2.23 -0.63
O 3.16 -0.20 3.24 -0.66

=====

Entry 3:
40
Properties=species:S:1:pos:R:3:mulliken_charge:R:1 method="wB97M-V/def2-TZVPD" spin_multiplicity=2 orbital_gap_ev="6.895 / 5.732" lumo_energy_ev="-0.51 / -1.64" e_above_lowest_kj_mol=42.1
Cu -0.21 -0.19 0.21 -0.23
Cl 5.46 -0.16 4.69 -0.24
C 3.93 -0.18 3.91 0.44
C 3.88 -0.33 2.53 -0.89
C 2.65 -0.26 1.90 0.92
Cl 2.56 -0.46 0.19 -0.20
C 1.43 -0.06 2.59 0.08
O 0.29 0.10 2.04 -0.63
C 1.55 -0.01 4.02 0.31
Cl 0.11 0.18 4.91 -0.23
C 2.77 -0.04 4.66 -0.80
H 4.77 -0.50 1.96 0.43
H 2.81 0.04 5.73 0.44
C -3.29 -2.13 -0.28 -0.68
C -3.36 -0.66 -0.20 0.62
N -2.33 0.12 -0.15 -0.16
C -2.65 1.45 -0.09 0.17
C -4.00 1.68 -0.09 -0.48
S -4.87 0.21 -0.17 -0.18
C -1.57 2.41 -0.05 0.22
C -1.69 3.76 0.03 -0.49
S -0.15 4.50 0.05 -0.15
C 0.58 2.92 -0.07 0.76
N -0.28 1.96 -0.12 0.02
C 2.06 2.80 -0.12 -1.10
H -2.32 -2.41 -0.68 -0.12
H -4.08 -2.54 -0.90 0.46
H -3.38 -2.56 0.72 0.32
H -4.51 2.62 -0.07 0.43
H -2.59 4.35 0.08 0.43
H 2.51 3.76 -0.31 0.46
H 2.36 2.10 -0.90 0.25
H 2.43 2.42 0.83 0.19
Cl 1.46 -5.30 0.81 -0.12
C 0.47 -4.28 -0.22 0.62
Cl 1.13 -4.25 -1.85 -0.15
Cl -1.18 -4.94 -0.27 -0.16
C 0.37 -2.84 0.40 0.55
O 0.64 -2.70 1.57 -0.46
O -0.03 -1.98 -0.44 -0.67

=====

Entry 4:
34
Properties=species:S:1:pos:R:3:mulliken_charge:R:1 method="wB97M-V/def2-TZVPD" spin_multiplicity=4 charge=-1 orbital_gap_ev="6.954 / 7.503" lumo_energy_ev="2.79 / 2.66"
V 12.41 7.66 5.12 0.94
O 10.61 7.82 4.73 -0.74
C 9.64 6.93 4.69 0.40
C 8.31 7.27 4.79 -0.53
C 7.30 6.39 4.56 -0.38
C 7.61 5.03 4.24 -0.58
C 8.91 4.63 4.26 -0.92
C 9.98 5.51 4.57 0.72
C 11.23 4.92 4.84 -0.21
N 12.31 5.62 4.92 0.31
N 13.47 4.93 5.00 -1.07
C 14.51 5.81 4.90 0.67
O 14.29 7.06 4.76 -0.84
C 15.95 5.38 4.95 0.20
C 16.94 6.30 4.60 -0.28
C 18.28 6.00 4.65 -0.74
C 18.66 4.79 5.11 -0.27
C 17.70 3.84 5.41 -0.58
C 16.34 4.13 5.36 -0.11
H 8.06 8.29 5.08 0.37
H 6.28 6.78 4.58 0.34
H 6.82 4.35 4.09 0.43
H 9.15 3.63 4.29 0.38
H 11.32 3.82 4.94 0.30
H 16.66 7.29 4.18 0.32
H 18.98 6.78 4.52 0.47
H 19.69 4.57 5.24 0.40
H 18.07 2.91 5.82 0.34
H 15.54 3.37 5.63 0.32
N 13.03 9.63 5.71 -0.80
C 14.20 9.86 5.57 0.88
N 15.43 10.08 5.50 -0.70
C 16.32 9.72 4.62 0.65
N 17.16 9.35 3.89 -0.67

=====

Entry 5:
34
Properties=species:S:1:pos:R:3:mulliken_charge:R:1 method="wB97M-V/def2-TZVPD" spin_multiplicity=1 orbital_gap_ev=8.897 lumo_energy_ev=0.09 e_above_lowest_kj_mol=272.9
O 3.65 -2.13 2.57 -0.64
C 4.21 -1.62 1.66 0.37
N 5.55 -1.24 1.96 -0.13
O 6.13 -1.40 3.21 -0.42
C 3.42 -1.29 0.43 0.44
C 3.96 -1.03 -0.79 -0.66
C 3.14 -0.46 -1.79 -0.43
C 1.75 -0.26 -1.67 -0.02
Cl 0.73 0.36 -3.11 -0.19
C 1.12 -0.66 -0.47 0.05
N -0.23 -0.21 -0.17 -0.04
C -1.35 -0.98 -0.17 0.74
O -1.29 -2.21 -0.08 -0.67
C -2.59 -0.24 -0.02 0.55
C -3.71 -0.90 0.48 -0.65
C -4.96 -0.17 0.47 -0.38
C -5.08 1.09 -0.11 -0.58
C -3.95 1.84 -0.31 0.44
C -3.93 3.21 -0.83 -1.06
C -2.75 3.51 -1.35 -0.19
S -1.59 2.22 -1.23 -0.14
C -2.72 1.12 -0.37 0.08
C 1.97 -1.10 0.56 -0.41
H 6.09 -0.88 1.21 0.18
H 5.53 -2.00 3.75 0.38
H 5.01 -1.15 -0.98 0.42
H 3.58 -0.14 -2.69 0.47
H -0.34 0.78 -0.44 0.13
H -3.57 -1.92 0.79 0.49
H -5.92 -0.67 0.75 0.31
H -6.04 1.58 -0.22 0.37
H -4.73 3.86 -0.74 0.45
H -2.50 4.48 -1.80 0.38
H 1.44 -1.39 1.49 0.37

=====

Entry 6:
43
Properties=species:S:1:pos:R:3:mulliken_charge:R:1 method="wB97M-V/def2-TZVPD" spin_multiplicity=2 charge=-2 orbital_gap_ev="5.950 / 5.952" lumo_energy_ev="4.19 / 4.19" e_above_lowest_kj_mol=0.0
Ru 0.75 2.65 -0.28 0.75
O -0.25 -1.19 2.12 -0.57
C 0.15 -0.01 1.61 0.14
O 1.14 0.11 0.95 -0.28
C -0.76 1.12 1.98 0.63
C -1.74 0.98 2.94 -0.69
C -2.57 2.05 3.23 -0.26
C -2.41 3.23 2.52 -0.71
C -1.41 3.29 1.57 0.00
N -0.59 2.28 1.32 0.52
C -1.20 4.52 0.70 0.59
O -1.91 5.50 0.87 -0.76
O -0.28 4.38 -0.18 -0.60
H 0.33 -1.85 1.73 0.27
H -1.85 0.03 3.44 0.53
H -3.34 1.96 3.98 0.40
H -3.03 4.10 2.67 0.50
S 5.25 4.17 -1.11 -0.61
As 4.03 2.56 -0.55 0.40
S 2.50 3.20 1.02 -0.43
S 2.28 2.21 -1.92 -0.43
S 4.94 0.73 -0.07 -0.61
C -1.67 -3.93 -1.79 -1.37
C -0.32 -3.47 -1.32 1.29
C 0.43 -4.20 -0.42 -0.90
C 1.65 -3.71 0.04 0.44
Cl 2.56 -4.67 1.20 -0.29
C 2.14 -2.49 -0.39 -1.09
C 1.39 -1.76 -1.31 -0.29
C 0.18 -2.24 -1.78 0.55
O -0.59 -1.60 -2.70 -0.49
C -0.52 -0.18 -2.73 -0.59
C -1.03 0.49 -1.44 1.00
O -0.85 1.75 -1.45 -0.88
O -1.56 -0.20 -0.57 -0.66
H -1.94 -4.87 -1.30 0.40
H -1.69 -4.07 -2.87 0.30
H -2.42 -3.17 -1.55 0.24
H 0.06 -5.15 -0.04 0.31
H 3.06 -2.07 -0.02 0.42
H 1.77 -0.78 -1.59 0.25
H -1.17 0.12 -3.55 0.32
H 0.49 0.17 -2.95 0.27

=====

Entry 7:
52
Properties=species:S:1:pos:R:3:mulliken_charge:R:1 method="wB97M-V/def2-TZVPD" spin_multiplicity=2 orbital_gap_ev="6.441 / 6.742" lumo_energy_ev="-2.59 / -2.34"
Ru 0.32 -0.08 0.40 1.90
F -0.87 -0.47 -2.03 -0.06
C -1.70 0.39 -2.65 0.63
F -1.20 0.58 -3.87 -0.19
F -2.86 -0.24 -2.80 -0.23
S -1.90 1.83 -1.44 1.16
O -0.60 1.85 -0.81 -0.64
O -2.46 2.96 -2.06 -0.69
N -2.96 1.16 -0.47 -0.62
S -2.46 0.28 0.70 1.06
O -1.59 0.92 1.67 -0.68
O -1.97 -1.02 0.28 -0.69
C -4.01 -0.11 1.67 0.41
F -5.02 -0.47 0.90 -0.20
F -3.72 -1.12 2.49 -0.19
F -4.40 0.92 2.42 -0.20
Br 1.81 1.77 1.82 -0.16
C 1.83 0.76 3.51 0.46
C 2.47 1.28 4.60 -0.62
C 2.48 0.57 5.80 -0.60
C 1.83 -0.64 5.90 -0.92
C 1.16 -1.19 4.79 1.02
C 0.47 -2.41 4.86 -0.74
C -0.17 -2.94 3.77 -0.97
C -0.15 -2.25 2.54 0.03
C 0.53 -1.06 2.42 -0.78
C 1.17 -0.48 3.54 1.17
H 2.96 2.24 4.54 0.45
H 2.99 0.97 6.66 0.40
H 1.83 -1.19 6.83 0.40
H 0.46 -2.94 5.81 0.41
H -0.69 -3.88 3.84 0.42
H -0.67 -2.67 1.69 0.44
F -0.23 2.59 -3.14 -0.39
Te 1.16 1.23 -2.91 1.59
F 2.98 0.65 -3.43 -0.44
F 0.92 -0.63 -3.64 -0.50
F 2.12 2.88 -2.74 -0.36
F 1.09 1.51 -4.83 -0.37
O 1.60 0.62 -1.30 -0.63
C 3.20 -2.64 -3.38 -0.90
N 2.89 -2.27 -2.03 0.30
C 3.75 -1.73 -1.13 -0.58
C 3.03 -1.47 0.00 -0.47
N 1.73 -1.88 -0.20 -0.31
C 1.68 -2.34 -1.44 -0.45
H 4.15 -3.18 -3.41 0.36
H 3.28 -1.75 -4.00 0.29
H 2.41 -3.27 -3.78 0.31
H 4.78 -1.56 -1.36 0.46
H 3.35 -1.08 0.94 0.45
H 0.81 -2.74 -1.92 0.42

=====

Entry 8:
38
Properties=species:S:1:pos:R:3:mulliken_charge:R:1 method="wB97M-V/def2-TZVPD" spin_multiplicity=1 charge=-1 orbital_gap_ev=5.795 lumo_energy_ev=1.97 e_above_lowest_kj_mol=67.5
O 1.15 3.63 -0.73 -0.39
C 0.46 2.74 -0.51 0.10
Co -0.59 1.33 -0.21 0.15
C -0.78 1.07 1.52 0.13
O -0.90 0.85 2.67 -0.42
C -2.24 1.62 -0.87 0.11
O -3.30 1.71 -1.30 -0.35
C -0.43 -0.67 -0.54 1.20
C -1.79 -1.23 -0.44 0.82
C -2.43 -1.35 0.82 -0.30
C -3.80 -1.61 0.94 -0.72
C -4.58 -1.84 -0.20 -0.38
C -4.00 -1.68 -1.47 -0.73
C -2.62 -1.43 -1.59 -0.22
C 0.09 -0.03 -1.65 -0.73
C -0.14 0.03 -2.97 -0.96
Co 1.53 -0.91 -0.51 -0.09
C 2.01 -2.34 -1.52 0.12
O 2.24 -3.27 -2.18 -0.41
C 1.53 -1.34 1.20 0.13
O 1.43 -1.59 2.32 -0.39
C 2.83 0.40 -0.60 0.05
O 3.60 1.25 -0.65 -0.35
H -1.82 -1.21 1.71 0.48
H -4.26 -1.66 1.93 0.35
H -5.64 -2.12 -0.11 0.34
H -4.62 -1.78 -2.37 0.35
H -2.18 -1.36 -2.59 0.51
H 0.65 -0.04 -3.71 0.25
H -1.18 0.15 -3.30 0.32
C 0.00 3.53 4.58 -0.62
N 1.08 2.58 4.39 -0.41
O 0.79 1.48 5.33 -0.42
H 0.27 4.43 4.02 0.30
H -0.96 3.17 4.17 0.24
H -0.13 3.80 5.63 0.28
H 1.02 2.16 3.47 0.33
H 1.26 0.71 4.94 0.32

=====

Entry 9:
47
Properties=species:S:1:pos:R:3:mulliken_charge:R:1 method="wB97M-V/def2-TZVPD" spin_multiplicity=3 orbital_gap_ev="7.591 / 6.312" lumo_energy_ev="-0.86 / -2.12" e_above_lowest_kj_mol=28.9
Pd -0.74 0.74 -1.02 0.63
C -1.15 -3.65 -2.11 -1.15
C -0.80 -3.34 -0.69 0.82
N -0.32 -4.28 0.08 -0.67
C 0.00 -3.99 1.36 -0.91
C -0.15 -2.75 1.91 0.54
C 0.25 -2.51 3.35 -0.88
O -0.85 -2.16 4.18 -0.54
C -0.67 -1.70 1.10 -0.47
C -0.89 -0.41 1.71 -0.21
N -0.98 0.71 1.08 0.34
C -1.27 1.91 1.78 0.55
C -0.72 2.17 3.04 -0.13
C -1.02 3.35 3.69 -0.83
C -1.84 4.29 3.11 -0.53
C -2.37 4.06 1.85 -0.56
C -2.07 2.87 1.19 -0.04
I -2.85 2.55 -0.73 0.19
C -1.01 -1.99 -0.23 0.76
O -1.55 -1.15 -1.06 -1.21
H -0.87 -4.68 -2.34 0.37
H -0.62 -2.97 -2.78 0.20
H -2.21 -3.51 -2.29 0.32
H 0.42 -4.80 1.94 0.36
H 0.95 -1.68 3.43 0.36
H 0.76 -3.40 3.73 0.39
H -1.50 -2.88 4.14 0.34
H -1.03 -0.41 2.79 1.02
H -0.05 1.45 3.48 0.49
H -0.58 3.54 4.67 0.39
H -2.07 5.22 3.61 0.39
H -3.01 4.80 1.37 0.39
F 0.34 0.79 -6.24 -0.20
C 1.04 1.47 -5.34 0.50
F 2.32 1.50 -5.70 -0.21
F 0.57 2.71 -5.27 -0.21
S 0.88 0.62 -3.72 1.41
O 1.37 -0.71 -3.89 -0.59
O -0.53 0.79 -3.34 -0.69
N 1.76 1.59 -2.84 -0.51
S 2.22 1.25 -1.39 1.12
O 1.48 0.08 -0.86 -0.60
O 2.27 2.42 -0.56 -0.69
C 3.95 0.63 -1.52 0.57
F 4.37 0.24 -0.32 -0.20
F 4.73 1.61 -1.96 -0.20
F 4.00 -0.39 -2.36 -0.20

=====

Entry 10:
34
Properties=species:S:1:pos:R:3:mulliken_charge:R:1 method="wB97M-V/def2-TZVPD" spin_multiplicity=1 orbital_gap_ev=7.232 lumo_energy_ev=-0.11 e_above_lowest_kj_mol=0.0
C -0.12 -3.31 -3.20 -1.17
C -0.22 -3.36 -1.70 0.70
O -0.70 -4.29 -1.14 -0.55
N -0.06 -2.23 -0.93 0.37
C 0.85 -1.24 -1.06 -0.46
O 1.91 -1.52 -1.63 -0.63
C 0.48 0.02 -0.21 1.78
N 1.48 0.88 0.48 -0.15
C 1.16 2.21 0.33 0.39
C 1.78 3.37 0.88 -0.89
C 1.28 4.62 0.51 -0.41
C 0.27 4.70 -0.42 -0.31
C -0.47 3.57 -0.91 -0.90
C 0.09 2.34 -0.57 0.69
N -0.32 1.15 -0.96 -0.33
C -0.35 -0.71 0.81 -0.13
C -0.61 -0.24 2.15 -0.40
C -1.26 -1.21 3.03 0.21
F -1.25 -0.93 4.36 -0.30
C -1.59 -2.47 2.58 -0.62
C -1.41 -2.83 1.21 -0.68
C -0.62 -2.04 0.36 -0.35
H -0.59 -4.21 -3.63 0.37
H 0.96 -3.26 -3.53 0.30
H -0.75 -2.50 -3.58 0.30
H 2.32 0.40 0.89 0.27
H 2.64 3.38 1.55 0.35
H 1.73 5.53 1.00 0.32
H 0.05 5.80 -0.76 0.23
H -1.24 3.75 -1.65 0.36
H -1.33 0.95 -1.05 0.33
H -0.25 0.64 2.68 0.45
H -2.11 -3.17 3.23 0.40
H -1.76 -3.80 0.89 0.45

=====

Entry 11:
41
Properties=species:S:1:pos:R:3:mulliken_charge:R:1 method="wB97M-V/def2-TZVPD" spin_multiplicity=1 charge=+3 orbital_gap_ev=6.230 lumo_energy_ev=-11.46 e_above_lowest_kj_mol=100.3
Mo -1.05 -1.18 -0.85 1.13
C -3.45 -1.48 2.04 -1.42
C -2.05 -1.95 2.19 0.62
N -1.12 -1.97 1.23 0.40
C 0.10 -2.44 1.70 -0.22
C 0.08 -2.82 3.00 -0.35
S -1.47 -2.55 3.67 -0.04
C 1.20 -2.38 0.76 -0.26
C 2.48 -2.77 0.91 -0.34
S 3.37 -2.42 -0.51 0.01
C 2.02 -1.77 -1.27 0.83
N 0.92 -1.81 -0.49 0.06
C 2.14 -1.22 -2.64 -1.68
H -3.58 -0.89 1.14 0.28
H -3.74 -0.87 2.89 0.47
H -4.14 -2.33 2.01 0.37
H 0.89 -3.20 3.61 0.46
H 2.94 -3.24 1.76 0.47
H 3.18 -1.27 -2.97 0.48
H 1.84 -0.18 -2.67 0.36
H 1.56 -1.81 -3.35 0.43
S -4.13 -3.25 -3.72 0.01
C -3.45 -3.01 -2.41 0.63
S -0.93 -1.19 -2.93 -0.05
S -2.84 -2.87 -0.89 -0.01
O -3.00 2.45 0.28 -0.15
C -1.89 2.40 0.08 0.64
O -1.57 0.36 -0.42 -0.71
C -0.62 3.01 -0.02 0.81
C -0.62 4.42 0.08 -0.95
C 0.58 5.10 0.01 -0.56
C 1.77 4.40 -0.16 -0.66
C 1.74 3.02 -0.25 -0.08
C 0.57 2.30 -0.19 0.00
N 2.99 2.25 -0.44 0.99
O 2.86 1.03 -0.58 -0.59
O 4.02 2.85 -0.45 -0.51
H -1.55 4.96 0.21 0.50
H 0.59 6.17 0.09 0.47
H 2.72 4.92 -0.21 0.54
H 0.62 1.23 -0.24 0.66

=====

Entry 12:
36
Properties=species:S:1:pos:R:3:mulliken_charge:R:1 method="wB97M-V/def2-TZVPD" spin_multiplicity=1 orbital_gap_ev=7.668 lumo_energy_ev=0.13 e_above_lowest_kj_mol=77.7
C -2.77 -1.62 -0.57 -0.83
N -2.36 -0.69 -1.60 0.20
C -3.29 -0.47 -2.73 -0.98
C -1.19 0.21 -1.48 -0.58
C 0.17 -0.20 -1.16 0.24
O 1.27 0.68 -0.98 -0.38
C 1.03 1.97 -0.44 0.44
C 1.91 3.01 -0.76 -0.42
C 1.77 4.31 -0.43 -0.60
C 0.67 4.59 0.37 -0.32
C -0.27 3.56 0.71 0.30
F -1.39 3.82 1.32 -0.29
N -0.10 2.28 0.30 -0.18
C 0.43 -1.66 -0.83 0.11
O 0.57 -2.46 -1.69 -0.54
C 0.96 -1.96 0.55 0.43
C 2.19 -2.69 0.53 -0.79
C 2.67 -3.13 1.78 -0.54
C 2.09 -2.63 3.02 0.28
Cl 2.63 -2.99 4.61 -0.20
C 1.11 -1.69 2.95 -0.91
C 0.47 -1.45 1.74 1.15
Cl -0.94 -0.54 1.91 -0.18
H -3.61 -2.15 -0.69 0.49
H -2.85 -1.04 0.34 0.22
H -1.97 -2.40 -0.42 0.20
H -4.24 -1.03 -2.60 0.30
H -3.48 0.57 -2.84 0.31
H -2.73 -0.76 -3.58 0.36
H -1.38 1.28 -1.68 0.40
H 2.83 2.62 -1.15 0.40
H 2.58 4.98 -0.55 0.42
H 0.30 5.50 0.83 0.37
H 2.82 -2.94 -0.35 0.37
H 3.61 -3.66 1.83 0.38
H 0.51 -1.22 3.77 0.34